DFT (wB97M-V/def2-TZVPD) results for a cluster of 4 separate species, CH10NO3 in total in a non-equilibrium geometry.

Relative energy (zero: lowest compared OMol25 entry of this formula, charge and spin)   147.3 kJ/mol
Gap between HOMO and LUMO   8.9 eV
Net charge   +1
HOMO level   -0.53110 Eh
DFT total energy   -8823.6358 eV

Each line ends with the natural charge from an NBO analysis.
Element x y z (Å)
C1 0.721 1.122 -2.172  0.193
N1 -0.234 1.616 -1.459  -0.658
H1 1.189 1.746 -2.933  0.206
H2 1.108 0.087 -2.120  0.246
H3 -0.262 1.266 -0.428  0.466
H4 -1.049 2.027 -1.899  0.451
H5 0.386 -1.679 3.778  0.479
H6 0.546 -0.334 4.521  0.485
O1 0.256 -0.731 3.690  -0.963
H7 0.063 -3.087 -1.212  0.480
H8 -0.768 -2.617 -2.309  0.476
O2 0.037 -2.364 -1.848  -0.954
H9 -0.894 0.061 1.232  0.510
H10 -1.152 1.411 1.615  0.508
O3 -0.515 0.951 1.037  -0.927